# 1
The following is a DFT calculation (ωB97M-V/def2-TZVPD) of a 3-piece molecular cluster, C22H43ClF4I2N5O5S overall.

Output
2S+1 = 1
net charge = +1
total energy = -3366.84387 Eh

Cartesian coordinates (Å):
1 H -3.258 -0.028 -2.856
2 H -2.256 -6.480 0.435
3 H -5.361 1.973 -2.696
4 C 2.965 -2.880 -0.667
5 H -4.334 -4.402 -1.727
6 H 4.057 6.036 2.542
7 H 3.364 -0.604 0.195
8 H -2.416 2.595 -5.632
9 C 1.878 -2.879 1.563
10 Cl 1.123 1.998 5.232
11 I 5.989 3.621 2.918
12 F -3.392 0.758 2.629
13 O -2.132 2.012 -3.650
14 H -0.845 1.886 -5.220
15 C 2.757 0.048 2.629
16 C 4.351 5.989 1.499
17 C -4.153 -5.277 -1.099
18 C 3.904 4.697 0.844
19 H -4.377 0.353 -5.078
20 H 4.471 1.137 3.271
21 C 1.903 -2.205 0.202
22 H -1.470 -5.599 -2.152
23 C -1.063 -4.631 -1.854
24 H 1.482 3.260 2.984
25 O 3.672 2.540 5.226
26 C -1.918 1.824 -5.040
27 H 4.444 0.795 1.581
28 C 2.287 -0.724 0.277
29 C -3.401 2.535 -3.302
30 N -3.069 -6.103 0.916
31 H -0.201 2.405 0.961
32 O -0.874 -0.377 2.794
33 I 4.452 4.745 -1.233
34 H 2.865 -2.916 2.007
35 H 0.918 -2.266 -0.249
36 C -5.055 1.049 -4.583
37 H -5.214 1.902 -5.245
38 N -4.130 0.311 -2.457
39 F 2.808 2.100 -0.257
40 H -5.114 -5.750 -0.900
41 O -1.288 -0.539 0.407
42 H 2.833 4.295 3.223
43 C 3.822 1.122 2.410
44 O -1.118 -4.462 -0.447
45 S -1.097 0.257 1.557
46 C -2.322 -3.894 0.040
47 F -2.205 2.522 2.246
48 H -3.270 2.962 -2.303
49 N 2.225 2.327 0.987
50 H 1.849 -0.223 -0.582
51 H -0.013 -4.609 -2.148
52 C -2.620 1.344 1.742
53 H -2.619 -3.039 -0.583
54 C 4.421 3.355 1.475
55 H -2.255 0.836 -5.361
56 H -3.670 3.364 -3.969
57 H -6.009 0.536 -4.466
58 H -3.558 -5.991 -1.669
59 H 3.833 6.799 0.995
60 H 1.534 -3.897 1.413
61 H 4.887 2.795 0.683
62 H 1.162 -2.411 2.227
63 H -1.590 -3.829 -2.378
64 C -3.481 -4.886 0.213
65 H 2.694 -3.889 -0.932
66 H 3.259 -0.895 2.765
67 N 1.764 -0.052 1.521
68 H 3.137 -2.264 -1.546
69 H 3.895 -2.845 -0.109
70 C 2.545 3.255 3.201
71 H 2.199 0.231 3.542
72 C -4.530 1.495 -3.224
73 H -3.871 0.599 -1.519
74 H -2.718 -5.857 1.838
75 C 1.378 1.217 1.252
76 H 2.824 4.673 0.919
77 C 2.674 2.629 4.569
78 C 3.255 2.502 2.039
79 H -4.235 -4.385 0.827
80 N 0.112 1.466 1.203
81 F -3.211 1.509 0.587
82 H 5.405 6.183 1.368
83 H -2.071 -3.494 1.028

***

# 2
The following is a DFT calculation (ωB97M-V/def2-TZVPD) of C22H43MoN2P3S as an isolated structure.

Output
2S+1 = 3
net charge = +4
relative energy (zero: lowest compared OMol25 entry of this formula, charge and spin) = 23.3 kJ/mol
total energy = -2462.39243 Eh

Cartesian coordinates (Å):
1 H -3.820 -2.341 0.408
2 H 1.284 3.066 -3.444
3 H 2.041 0.963 5.420
4 C -2.562 2.001 0.539
5 H 2.667 -1.902 3.151
6 C 1.879 0.071 3.555
7 H 2.687 2.359 0.804
8 H -2.167 0.169 2.327
9 C 0.880 -0.847 -7.605
10 H 3.005 2.597 -3.544
11 P 2.106 1.824 -1.455
12 P -1.466 1.872 -0.938
13 H 1.635 -2.070 -2.635
14 H -0.881 0.333 -2.357
15 C 0.839 -2.472 -1.965
16 H 1.731 3.673 0.089
17 H 2.151 -1.768 0.647
18 P -1.506 -1.454 0.557
19 C 1.851 -0.985 1.356
20 C 3.667 0.887 -1.548
21 H -2.360 -1.519 2.855
22 H 0.503 -0.187 -8.387
23 C -1.270 -3.187 1.168
24 H 1.206 -2.893 -1.024
25 H -2.012 1.900 -3.289
26 H -2.161 -3.502 1.733
27 C 0.637 -0.417 -6.309
28 H -3.777 -0.596 0.021
29 C 2.164 -1.034 2.716
30 H 4.136 0.847 -0.558
31 C -1.724 -0.825 2.282
32 H -1.781 4.290 -0.903
33 H 0.051 0.489 -6.090
34 H -3.390 2.525 -2.327
35 C -0.905 3.627 -0.952
36 H 1.750 -2.383 -8.886
37 H 4.348 1.392 -2.242
38 H -0.759 -0.780 2.801
39 H -1.967 2.084 1.457
40 H 2.396 -2.886 -4.593
41 H 0.202 1.869 1.177
42 N 1.142 0.054 0.825
43 C 1.314 -1.075 -5.242
44 H -0.718 -2.299 -3.369
45 H -3.225 1.138 0.641
46 H -1.065 -3.925 0.381
47 S 1.161 -0.211 -3.756
48 C 2.228 2.963 -2.864
49 C 1.971 -2.332 -5.445
50 H 2.690 -3.673 -6.962
51 C 0.801 1.083 1.649
52 C -0.416 -2.698 -2.378
53 C -2.600 1.768 -2.373
54 N 2.231 0.120 4.877
55 H 2.548 3.959 -2.459
56 Mo 0.278 0.221 -1.214
57 H -0.286 3.831 -0.070
58 H 1.045 2.082 3.540
59 H -3.195 -1.777 -1.168
60 H -3.048 0.767 -2.409
61 H 2.688 -0.664 5.340
62 H -0.442 -3.206 1.887
63 H -3.186 2.905 0.484
64 H 3.485 -0.128 -1.905
65 C 1.220 1.170 2.965
66 H -0.322 3.862 -1.850
67 C 2.527 2.952 -0.091
68 C 1.594 -2.031 -7.855
69 H 3.449 3.484 -0.325
70 C -3.246 -1.548 -0.094
71 H -1.212 -3.100 -1.734
72 C 2.122 -2.763 -6.768

***

# 3
The following is a DFT calculation (ωB97M-V/def2-TZVPD) of C22H43N2O15V2 as an isolated structure.

Output
2S+1 = 2
net charge = +2
total energy = -3989.19355 Eh

Cartesian coordinates (Å):
1 H -1.996 -2.084 7.485
2 H 1.543 0.780 5.819
3 V -4.714 2.351 -0.752
4 O 3.673 1.410 2.308
5 O -1.034 5.578 -2.060
6 H -2.588 -4.646 -0.096
7 O -1.031 3.704 -3.831
8 H -1.404 -1.281 0.999
9 O 5.877 -0.481 2.679
10 O -4.502 0.801 -0.843
11 C -2.759 0.565 -6.607
12 H -0.368 0.952 0.296
13 C 1.331 -0.538 -4.710
14 H -2.727 -1.885 -6.252
15 H -0.767 2.462 -1.586
16 C 5.834 0.462 1.660
17 O 2.472 0.603 -1.344
18 H -3.984 -3.635 -0.452
19 C -1.471 2.110 -0.832
20 C 2.432 2.065 2.061
21 H 0.760 -0.195 -5.560
22 H 6.368 0.016 0.821
23 H -0.736 1.816 3.344
24 H -2.681 -0.028 -7.518
25 C 2.166 -0.197 -2.434
26 C -2.819 0.308 -4.144
27 H 5.018 0.288 4.455
28 H 2.318 2.548 1.090
29 C 5.921 -0.052 3.948
30 C 1.458 0.413 -3.537
31 H -3.116 -1.657 1.039
32 H -1.940 -2.802 1.646
33 H 0.284 -1.352 6.460
34 H 4.431 1.449 0.345
35 C 2.312 -2.491 -3.540
36 H -2.018 1.359 -6.707
37 O -1.568 -0.744 5.949
38 O 1.039 1.557 -3.632
39 O -0.915 -2.578 -2.504
40 H -0.335 -1.653 -0.879
41 O -2.500 3.086 -0.955
42 C -1.202 1.786 4.328
43 O -0.228 1.712 5.403
44 O -3.354 1.411 -3.951
45 N -2.590 -0.255 -5.384
46 O 1.061 -2.865 -5.499
47 H 0.993 -3.665 -4.973
48 C -2.130 -2.081 0.852
49 H 2.191 2.861 2.766
50 H -3.792 0.911 -6.609
51 H 6.211 -0.907 4.559
52 H 1.761 1.218 2.200
53 H -1.121 -1.850 -5.738
54 H -1.653 1.167 -1.347
55 H -1.991 1.041 4.435
56 H -3.048 -4.146 -1.769
57 C -0.797 1.940 0.461
58 O 2.499 -3.711 -3.346
59 C -2.129 -1.661 -5.369
60 C 0.551 0.519 5.451
61 C -2.442 -1.190 7.049
62 C -0.230 -0.393 6.383
63 O -5.262 2.696 0.749
64 H -2.699 -0.458 -3.362
65 C 2.587 -1.467 -2.502
66 H -1.429 1.773 1.333
67 C 4.407 0.801 1.221
68 H 6.767 0.602 4.162
69 H 3.974 -0.149 0.909
70 C 1.614 -1.882 -4.662
71 H -2.359 -0.446 7.841
72 C -1.103 -2.291 -1.343
73 H 1.904 1.377 -1.314
74 H 3.083 -1.788 -1.598
75 H -1.657 2.776 4.320
76 V -1.879 4.427 -2.769
77 H 0.756 0.079 4.475
78 H -3.502 -1.287 6.814
79 C -2.949 -3.835 -0.729
80 H -2.348 -2.362 -4.564
81 H 0.027 2.630 0.641
82 N -2.092 -2.645 -0.544
83 H 6.522 1.244 1.983
84 H -0.192 -0.016 7.405

***

Repeat the first record exactly.
The following is a DFT calculation (ωB97M-V/def2-TZVPD) of a 3-piece molecular cluster, C22H43ClF4I2N5O5S overall.

Output
2S+1 = 1
net charge = +1
total energy = -3366.84387 Eh

Cartesian coordinates (Å):
1 H -3.258 -0.028 -2.856
2 H -2.256 -6.480 0.435
3 H -5.361 1.973 -2.696
4 C 2.965 -2.880 -0.667
5 H -4.334 -4.402 -1.727
6 H 4.057 6.036 2.542
7 H 3.364 -0.604 0.195
8 H -2.416 2.595 -5.632
9 C 1.878 -2.879 1.563
10 Cl 1.123 1.998 5.232
11 I 5.989 3.621 2.918
12 F -3.392 0.758 2.629
13 O -2.132 2.012 -3.650
14 H -0.845 1.886 -5.220
15 C 2.757 0.048 2.629
16 C 4.351 5.989 1.499
17 C -4.153 -5.277 -1.099
18 C 3.904 4.697 0.844
19 H -4.377 0.353 -5.078
20 H 4.471 1.137 3.271
21 C 1.903 -2.205 0.202
22 H -1.470 -5.599 -2.152
23 C -1.063 -4.631 -1.854
24 H 1.482 3.260 2.984
25 O 3.672 2.540 5.226
26 C -1.918 1.824 -5.040
27 H 4.444 0.795 1.581
28 C 2.287 -0.724 0.277
29 C -3.401 2.535 -3.302
30 N -3.069 -6.103 0.916
31 H -0.201 2.405 0.961
32 O -0.874 -0.377 2.794
33 I 4.452 4.745 -1.233
34 H 2.865 -2.916 2.007
35 H 0.918 -2.266 -0.249
36 C -5.055 1.049 -4.583
37 H -5.214 1.902 -5.245
38 N -4.130 0.311 -2.457
39 F 2.808 2.100 -0.257
40 H -5.114 -5.750 -0.900
41 O -1.288 -0.539 0.407
42 H 2.833 4.295 3.223
43 C 3.822 1.122 2.410
44 O -1.118 -4.462 -0.447
45 S -1.097 0.257 1.557
46 C -2.322 -3.894 0.040
47 F -2.205 2.522 2.246
48 H -3.270 2.962 -2.303
49 N 2.225 2.327 0.987
50 H 1.849 -0.223 -0.582
51 H -0.013 -4.609 -2.148
52 C -2.620 1.344 1.742
53 H -2.619 -3.039 -0.583
54 C 4.421 3.355 1.475
55 H -2.255 0.836 -5.361
56 H -3.670 3.364 -3.969
57 H -6.009 0.536 -4.466
58 H -3.558 -5.991 -1.669
59 H 3.833 6.799 0.995
60 H 1.534 -3.897 1.413
61 H 4.887 2.795 0.683
62 H 1.162 -2.411 2.227
63 H -1.590 -3.829 -2.378
64 C -3.481 -4.886 0.213
65 H 2.694 -3.889 -0.932
66 H 3.259 -0.895 2.765
67 N 1.764 -0.052 1.521
68 H 3.137 -2.264 -1.546
69 H 3.895 -2.845 -0.109
70 C 2.545 3.255 3.201
71 H 2.199 0.231 3.542
72 C -4.530 1.495 -3.224
73 H -3.871 0.599 -1.519
74 H -2.718 -5.857 1.838
75 C 1.378 1.217 1.252
76 H 2.824 4.673 0.919
77 C 2.674 2.629 4.569
78 C 3.255 2.502 2.039
79 H -4.235 -4.385 0.827
80 N 0.112 1.466 1.203
81 F -3.211 1.509 0.587
82 H 5.405 6.183 1.368
83 H -2.071 -3.494 1.028

***

Which value of 2S+1 does entry 3 give? 2

***

Look up the net charge of the first one. +1

***

Look up the 2S+1 of the first one. 1